Formula: C17H22Br36NS
Source: OMol25
Level of theory: the ωB97M-V functional and the def2-TZVPD basis

```
77
Properties=species:S:1:pos:R:3:forces:R:3
C 1.067 1.742 -0.371 1.278 -0.687 -1.274
N -0.435 1.463 -0.455 0.182 -2.627 2.714
C -0.944 0.417 0.308 -2.261 3.852 -3.659
C -2.555 0.432 -0.118 0.688 -0.044 -0.413
S -2.491 -0.667 -1.679 1.340 -0.111 0.476
C -2.900 1.949 -0.705 0.378 -0.497 0.845
C -1.394 2.277 -1.339 -2.432 1.475 0.747
H 1.358 2.727 -0.951 -0.875 -1.931 1.501
H 1.475 1.689 0.725 -1.118 0.382 -2.095
H 1.583 0.852 -0.976 -0.974 1.990 1.578
H -0.384 -0.322 1.028 -0.797 1.674 -2.521
H -3.326 -0.087 0.593 1.743 1.120 -1.174
H -1.140 -0.489 -2.116 -1.668 -0.134 0.769
H -3.263 2.716 0.124 1.332 -1.649 -1.415
H -3.811 1.963 -1.470 2.504 -0.439 1.461
H -1.249 3.440 -1.129 0.313 -2.681 -0.740
H -1.412 2.003 -2.489 0.679 0.407 2.565
C 0.893 -0.953 -4.757 0.055 -0.427 -0.417
Br 0.460 -2.741 -4.124 0.243 0.753 0.024
Br -0.463 -0.267 -5.972 0.300 -0.146 0.443
Br 1.232 0.273 -3.285 -0.102 -0.281 -0.517
H 1.824 -1.033 -5.328 -0.369 0.091 0.302
C -4.006 -3.638 0.438 -0.019 0.029 -0.315
Br -5.065 -2.569 1.672 0.231 0.205 -0.576
Br -2.173 -3.848 1.053 -0.406 0.082 -0.091
Br -4.845 -5.352 0.062 0.243 0.477 0.209
H -3.965 -3.087 -0.508 0.011 -0.224 0.381
C -4.664 -4.683 5.747 -0.189 -0.266 0.017
Br -4.761 -5.059 3.840 0.071 -0.240 0.813
Br -3.015 -3.765 6.220 -0.299 -0.177 -0.071
Br -6.234 -3.722 6.376 0.465 -0.201 -0.216
H -4.651 -5.649 6.263 0.047 0.466 -0.196
C -0.823 -0.914 4.920 -0.188 -0.159 0.666
Br 0.751 -1.726 5.724 -0.448 0.298 -0.243
Br -1.420 0.647 5.915 0.262 -0.468 -0.426
Br -0.548 -0.511 3.037 -0.054 -0.073 1.484
H -1.628 -1.655 4.974 0.314 0.291 -0.161
C -6.499 0.609 -2.651 -0.286 0.194 -0.203
Br -7.583 -0.672 -3.634 0.420 0.344 0.321
Br -6.152 0.017 -0.831 -0.018 -0.012 -0.382
Br -4.855 1.042 -3.597 -0.578 -0.169 -0.049
H -7.080 1.534 -2.581 0.271 -0.360 -0.055
C 3.227 0.989 4.276 -0.069 -0.144 0.394
Br 4.802 0.176 5.080 -0.458 0.715 -0.018
Br 2.630 2.550 5.271 0.171 -0.431 -0.322
Br 3.502 1.392 2.393 0.000 -0.161 0.326
H 2.422 0.248 4.330 0.355 0.278 -0.079
C -6.341 4.340 -5.556 -0.102 0.046 -0.208
Br -6.915 4.579 -3.713 0.157 -0.109 -0.365
Br -4.435 4.664 -5.768 -0.443 -0.133 0.106
Br -6.863 2.602 -6.257 0.073 0.488 0.148
H -6.862 5.095 -6.153 0.241 -0.331 0.297
C 5.092 -3.301 2.959 0.142 -0.134 -0.239
Br 5.936 -4.668 4.055 -0.265 0.439 -0.254
Br 3.400 -2.709 3.715 0.215 -0.369 -0.277
Br 6.291 -1.809 2.611 -0.194 -0.515 -0.069
H 4.866 -3.762 1.991 0.082 0.224 0.446
C -3.070 -4.766 -5.487 -0.144 -0.140 -0.191
Br -3.236 -3.150 -4.417 -0.077 -0.313 -0.164
Br -1.363 -4.846 -6.416 -0.482 -0.066 0.198
Br -3.397 -6.368 -4.434 0.143 0.476 -0.234
H -3.850 -4.723 -6.255 0.359 0.007 0.360
C 5.392 5.136 2.252 0.022 -0.032 -0.249
Br 6.236 3.769 3.348 -0.145 0.422 -0.170
Br 3.700 5.728 3.008 0.375 -0.137 -0.147
Br 6.591 6.628 1.904 -0.331 -0.503 0.192
H 5.166 4.675 1.284 0.094 0.198 0.457
C 3.710 -5.179 -3.057 0.132 -0.175 -0.032
Br 2.390 -5.510 -1.666 0.265 0.141 -0.354
Br 3.011 -5.582 -4.827 0.161 0.116 0.473
Br 4.430 -3.374 -2.957 -0.218 -0.372 -0.021
H 4.543 -5.866 -2.877 -0.379 0.327 -0.078
C 10.790 7.796 2.782 0.028 0.084 0.260
Br 10.519 5.923 3.233 0.056 0.463 -0.173
Br 12.646 8.171 2.335 -0.530 -0.130 0.063
Br 9.575 8.387 1.382 0.384 -0.086 0.243
H 10.553 8.378 3.678 0.096 -0.268 -0.426
```
Forces are in eV/Å.

* HOMO level: -11.419 eV
* net charge: +1

Formula: C17H22ClNO6
Source: OMol25
Level of theory: the ωB97M-V functional and the def2-TZVPD basis

```
47
Properties=species:S:1:pos:R:3:forces:R:3
C -1.557 -0.531 -3.407 -0.209 0.161 -0.312
O -0.809 -0.354 -2.211 0.274 -0.238 0.050
C -0.945 0.828 -1.600 -0.048 0.388 0.191
O -1.627 1.722 -2.022 0.019 0.022 -0.132
C -0.092 0.908 -0.341 -0.223 0.048 -0.122
C 1.410 0.945 -0.691 0.053 -0.094 0.052
C 1.935 -0.409 -0.178 0.257 0.166 0.380
O 1.762 -1.408 -1.162 -0.007 -0.246 -0.170
C 3.432 -0.449 0.164 -0.529 -0.088 0.413
O 4.201 0.104 -0.882 0.176 0.084 -0.183
C 3.805 0.301 1.447 0.165 -0.774 -0.067
O 3.697 1.698 1.286 -0.034 0.265 0.034
C 2.905 -0.121 2.616 -0.147 0.137 -0.585
O 3.280 0.552 3.788 0.121 0.274 0.324
C 1.438 0.137 2.260 0.192 -0.283 -0.046
C 1.015 -0.670 1.028 0.295 0.057 0.119
N -0.270 -0.292 0.465 0.131 0.038 0.078
C -1.417 -0.262 1.348 0.049 -0.079 -0.121
C -2.672 -0.282 0.516 -0.200 0.067 0.185
C -3.518 0.816 0.450 0.052 -0.198 0.073
C -4.637 0.802 -0.363 -0.132 -0.066 -0.116
C -4.911 -0.325 -1.118 0.160 0.107 0.167
Cl -6.300 -0.351 -2.149 -0.154 -0.004 -0.120
C -4.082 -1.435 -1.064 -0.025 -0.030 0.008
C -2.968 -1.406 -0.247 -0.094 0.101 0.039
H -2.625 -0.453 -3.195 0.074 -0.020 -0.033
H -1.310 -1.522 -3.777 -0.010 0.029 0.019
H -1.286 0.233 -4.139 -0.026 -0.085 0.030
H -0.399 1.823 0.188 0.002 -0.122 -0.128
H 1.907 1.765 -0.179 -0.091 -0.012 -0.030
H 1.584 1.047 -1.762 0.058 -0.007 0.032
H 0.827 -1.405 -1.415 -0.005 0.014 -0.076
H 3.690 -1.511 0.300 -0.040 0.125 0.051
H 3.944 -0.351 -1.692 0.030 0.033 -0.048
H 4.849 0.048 1.691 -0.170 -0.019 0.005
H 4.188 1.915 0.484 0.000 0.084 0.032
H 3.057 -1.187 2.818 0.014 0.050 -0.104
H 3.356 1.489 3.563 0.022 -0.038 0.050
H 0.819 -0.134 3.117 -0.017 0.069 0.020
H 1.315 1.204 2.069 -0.053 0.097 0.037
H 0.998 -1.739 1.271 0.060 0.022 -0.037
H -1.373 -1.158 1.973 -0.019 0.063 0.076
H -1.418 0.625 2.003 0.000 -0.088 0.012
H -3.300 1.699 1.033 0.059 0.106 0.058
H -5.286 1.662 -0.418 -0.077 0.065 -0.036
H -4.309 -2.308 -1.656 -0.049 -0.069 -0.054
H -2.308 -2.259 -0.207 0.097 -0.111 -0.016
```
Forces are in eV/Å.

* HOMO level: -8.913 eV
* SMILES: COC(=O)[C@@H]1C[C@@]2(O)[C@@H](O)[C@@H](O)[C@@H](O)C[C@H]2N1Cc1ccc(Cl)cc1

Calculated values (Eh) of orbital gap for the records, taken in order: 0.2699, 0.3492.